ORCA calculation (ωB97M-V/def2-TZVPD) on 3 unconnected molecules or ions with the total composition C4H12N2O2.

```
20
Properties=species:S:1:pos:R:3:nbo_charge:R:1
C -0.19 -0.73 0.33 0.572
C 0.83 1.16 -0.87 0.159
C -0.75 0.54 0.41 -0.321
C -0.36 -1.65 -0.83 -0.715
N -2.11 -0.68 1.51 -1.082
N 0.82 2.55 -0.56 -0.870
O 0.80 -1.01 1.20 -0.674
O 2.09 0.52 -0.82 -0.748
H 1.20 -1.86 0.99 0.490
H 2.37 0.49 0.11 0.467
H 0.44 0.98 -1.87 0.146
H -2.64 -1.42 1.06 0.326
H -1.72 -1.06 2.37 0.327
H 0.99 2.74 0.43 0.352
H 1.49 3.08 -1.11 0.358
H -0.53 1.16 1.26 0.235
H -1.54 0.83 -0.27 0.247
H 0.55 -1.65 -1.43 0.250
H -0.55 -2.67 -0.48 0.236
H -1.20 -1.34 -1.45 0.245
```

Output
HOMO-LUMO gap (alpha / beta) ... 7.13 / 7.13 eV
F_max ... 0.0766 hartree/bohr
Relative energy (zero: lowest compared OMol25 entry of this formula, charge and spin) ... 144.4 kcal/mol